No. 1
Entry from the OMol25 dataset: a structure of composition C27H27Cl3N5O3S2Sr (ωB97M-V/def2-TZVPD).

Last column: Mulliken charge in e.
Geometry (Å):
Sr (-0.18705, 0.00896, 0.41528)  0.69
C (1.11762, 2.43886, 2.44802)  -0.58
C (-0.28857, 2.49916, 3.04704)  -0.99
N (-1.23166, 1.59066, 2.38303)  0.40
C (-2.48859, 2.18309, 1.93608)  -1.01
C (-2.34442, 3.23896, 0.84152)  -0.71
S (-1.51241, 2.68878, -0.68137)  0.01
C (-0.09043, 3.81008, -0.77938)  -0.69
C (0.78990, 3.85394, 0.47126)  -1.17
N (1.09129, 2.53750, 0.99789)  0.52
H (1.56492, 1.47790, 2.70489)  0.18
H (1.72692, 3.22500, 2.92313)  0.38
H (-0.67902, 3.52053, 2.98931)  0.38
H (-0.21339, 2.25797, 4.11075)  0.37
H (-1.41736, 0.81046, 3.00194)  0.09
H (-3.03401, 2.66465, 2.76467)  0.42
H (-3.10969, 1.36986, 1.55535)  0.30
H (-1.81786, 4.11957, 1.21040)  0.35
H (-3.34733, 3.57001, 0.57004)  0.59
H (-0.40840, 4.82114, -1.04456)  0.46
H (0.48123, 3.41964, -1.62490)  0.36
H (0.27590, 4.42854, 1.24515)  0.45
H (1.69930, 4.42293, 0.23444)  0.39
H (1.92292, 2.12967, 0.58011)  -0.21
O (-4.20985, -0.99243, -1.59529)  -0.82
C (-3.04011, -0.67192, -1.36932)  -0.28
O (-2.55790, -0.18274, -0.31351)  -0.08
C (-2.03683, -0.90146, -2.51645)  0.58
C (-2.52189, -1.52596, -3.69488)  -0.90
C (-1.66967, -1.75264, -4.72628)  -0.75
C (-0.32126, -1.33674, -4.61244)  1.20
C (0.63017, -1.52546, -5.64194)  -0.80
C (1.91685, -1.09597, -5.48486)  -0.57
C (2.30486, -0.44775, -4.29301)  -0.64
C (1.40537, -0.25215, -3.28298)  -0.24
C (0.07255, -0.70671, -3.41387)  -0.64
N (-0.79203, -0.51711, -2.36558)  0.49
H (-3.56539, -1.80275, -3.71267)  0.53
H (-2.00075, -2.24095, -5.63645)  0.39
H (0.31498, -2.01930, -6.55431)  0.36
H (2.64225, -1.25027, -6.27387)  0.38
H (3.32659, -0.10955, -4.17199)  0.48
H (1.68724, 0.23456, -2.35850)  0.65
Cl (6.96328, -2.98314, -1.40694)  -0.27
C (5.55219, -2.01366, -1.05482)  0.49
C (5.68534, -0.64673, -0.90078)  -0.87
C (4.56068, 0.10755, -0.62510)  0.61
Cl (4.72728, 1.83264, -0.43720)  -0.26
C (3.25917, -0.43158, -0.48616)  -1.42
O (2.22405, 0.28509, -0.26473)  0.21
C (3.21359, -1.84085, -0.65853)  1.06
Cl (1.66059, -2.61518, -0.50962)  -0.13
C (4.31438, -2.62455, -0.93416)  -0.87
H (6.65163, -0.17196, -0.99351)  0.42
H (4.20504, -3.69288, -1.05192)  0.43
C (-3.22630, -3.28504, 5.52524)  -1.21
C (-2.65634, -2.72821, 4.25080)  1.07
C (-3.41292, -2.70718, 3.07819)  -1.22
C (-2.80479, -2.16914, 1.96255)  -0.16
N (-1.55291, -1.71827, 1.98830)  0.22
C (-0.87888, -1.76883, 3.16196)  -0.12
S (0.72114, -1.13200, 3.17798)  -0.35
N (-1.42060, -2.25690, 4.30308)  -0.61
H (-3.46991, -4.34281, 5.40712)  0.29
H (-4.14839, -2.76717, 5.79651)  0.31
H (-2.49928, -3.17356, 6.32606)  0.34
H (-4.42842, -3.07710, 3.04743)  0.37
H (-3.32462, -2.06912, 1.01633)  0.42

## Properties
Lowest unoccupied orbital energy in eV: 2.3
HOMO level in eV: -4.76
Gap between HOMO and LUMO in eV: 7.1
Net charge: -1
ΔE to the lowest compared entry with this formula, charge and spin in kcal/mol: 0.0

---

No. 2
Entry from the OMol25 dataset: a structure of composition C27H27CrOP at a distorted geometry (ωB97M-V/def2-TZVPD).

Last column: Löwdin spin population.
Geometry (Å):
C (-0.85862, 0.12943, -1.58733)  0.03
C (2.05865, -0.25859, -2.86475)  -0.04
C (0.22808, 1.30144, -1.80371)  -0.04
H (-1.70461, 0.39156, -2.24773)  0.00
C (2.33210, 1.06779, -3.58139)  0.00
H (2.90874, -0.94750, -2.74082)  0.01
H (0.01471, 2.09373, -1.06250)  0.01
H (3.29026, 1.16763, -4.10366)  0.01
C (0.01489, 1.96618, -3.19497)  0.01
H (-0.10920, 3.05548, -3.04894)  0.00
H (-0.95617, 1.65066, -3.60520)  0.00
C (-0.27545, -1.18432, -2.15580)  0.00
H (-1.12486, -1.75712, -2.56853)  0.00
H (0.12005, -1.81515, -1.33994)  0.00
C (0.81556, -1.07054, -3.23441)  0.00
H (0.37262, -0.71374, -4.17321)  0.00
H (1.13432, -2.11255, -3.42116)  0.00
C (1.15091, 1.74417, -4.23348)  0.01
H (0.76411, 1.17501, -5.09920)  0.00
H (1.43085, 2.72589, -4.66021)  0.00
Cr (2.16858, 1.21358, -1.74236)  2.95
H (-2.51427, -0.15855, -0.56780)  0.09
O (-1.61657, -1.34791, 0.24667)  0.70
C (-1.47886, -0.12854, -0.18307)  0.12
C (-1.19371, 0.92588, 0.88402)  0.01
C (-2.24520, 1.47891, 1.58662)  0.00
C (-1.99736, 2.49514, 2.51992)  0.00
C (-0.68771, 2.91578, 2.76580)  0.00
C (0.38040, 2.29264, 2.12293)  0.00
C (0.13633, 1.23825, 1.22593)  0.01
P (1.51037, 0.45474, 0.33205)  0.04
C (3.04118, 1.02785, 1.08634)  0.02
C (3.94668, 1.73251, 0.27895)  0.03
C (5.13777, 2.15446, 0.86899)  0.00
C (5.42490, 1.85180, 2.21033)  0.00
C (4.51535, 1.13228, 2.98952)  0.00
C (3.31410, 0.71066, 2.42343)  0.00
C (1.55914, -1.34290, 0.57430)  0.01
C (0.76985, -1.97674, 1.54424)  0.00
C (0.74386, -3.36310, 1.61732)  0.01
C (1.56549, -4.12270, 0.77756)  0.00
C (2.45490, -3.48613, -0.09441)  0.01
C (2.46340, -2.09665, -0.19791)  0.00
H (-3.25884, 1.11864, 1.40016)  0.00
H (-2.83249, 2.96270, 3.04236)  0.00
H (-0.48661, 3.72285, 3.47260)  0.00
H (1.40555, 2.61560, 2.30883)  0.00
H (3.69980, 1.94279, -0.79591)  0.02
H (5.85685, 2.72158, 0.27844)  0.00
H (6.36975, 2.17883, 2.64709)  0.00
H (4.73232, 0.88830, 4.02958)  0.00
H (2.59901, 0.12570, 3.00403)  0.00
H (0.18583, -1.37489, 2.23730)  0.00
H (0.06684, -3.84178, 2.32680)  0.00
H (1.51635, -5.21296, 0.80937)  0.00
H (3.14880, -4.06464, -0.70773)  0.00
H (3.17127, -1.59717, -0.86287)  0.00

## Properties
Lowest unoccupied orbital energy (spin up / spin down) in eV: 0.3 / -0.8
HOMO level (spin up / spin down) in eV: -6.93 / -6.67
2S+1: 5
<S²>: 6.096
Gap between HOMO and LUMO (spin up / spin down) in eV: 7.2 / 5.9
Net charge: 0
ΔE to the lowest compared entry with this formula, charge and spin in kcal/mol: 54.2

---

No. 3
Entry from the OMol25 dataset: an isolated molecule of C27H27F13IN4O3PS at a distorted geometry (ωB97M-V/def2-TZVPD).

Last column: Mulliken charge in e.
Geometry (Å):
C (2.31346, -4.90459, 0.25604)  -0.63
C (2.50754, -4.86485, -1.22110)  -0.19
C (3.45234, -3.67437, -1.83879)  -0.53
C (3.06313, -2.22182, -1.11962)  -0.13
N (1.72336, -1.64316, -1.46115)  -0.28
C (1.45259, -0.31024, -0.82205)  -0.21
C (-0.00761, 0.40141, -1.22531)  0.29
C (-1.03335, -0.36225, -2.24340)  -0.65
C (-2.61654, -0.32763, -1.83375)  -0.07
C (-3.55566, -1.46579, -2.54445)  0.50
F (-4.82729, -0.84052, -3.07082)  -0.33
F (-2.82137, -1.88478, -3.79832)  -0.33
C (-3.79396, -2.83456, -1.68864)  0.60
F (-4.87053, -3.59182, -2.43420)  -0.31
F (-2.61961, -3.77796, -1.69304)  -0.25
C (-4.39716, -2.58858, -0.14822)  0.52
F (-5.13721, -1.31363, -0.19802)  -0.23
F (-5.39661, -3.71194, 0.01816)  -0.29
C (-3.30605, -2.76309, 1.03797)  0.77
F (-3.10863, -4.25091, 1.22064)  -0.27
F (-1.92368, -2.25077, 0.70541)  -0.20
S (-3.72419, -2.07352, 2.71069)  1.11
F (-5.41024, -2.26586, 2.55093)  -0.28
F (-3.71701, -0.43897, 2.20505)  -0.26
F (-2.01617, -1.89007, 3.03990)  -0.32
F (-3.66081, -3.69471, 3.36225)  -0.32
F (-4.00039, -1.51410, 4.31161)  -0.28
C (-0.30651, 1.91423, -0.57715)  0.55
C (-1.68685, 2.78190, -0.92150)  0.21
P (-1.81083, 3.34469, -2.74280)  0.84
O (-3.29933, 3.08373, -3.30556)  -0.67
O (-0.57993, 2.70846, -3.79619)  -0.52
O (-1.63211, 5.11164, -2.78384)  -0.54
C (0.76525, 2.69704, 0.42571)  -0.29
N (0.55779, 4.07252, 1.01816)  -0.16
C (-0.18575, 4.03111, 2.33482)  -0.14
C (-0.71752, 5.53298, 2.81986)  -0.61
C (-1.95025, 6.04252, 1.84066)  -0.23
C (-3.31741, 5.11117, 1.98084)  -0.78
C (2.14944, 1.89513, 0.77364)  -0.90
I (3.55283, 2.91663, 2.15931)  0.03
C (2.54786, 0.39185, 0.15726)  0.87
N (3.89326, -0.13279, 0.57868)  -0.36
C (4.08308, -1.45348, -0.11260)  0.10
C (5.54780, -2.21062, 0.16472)  0.23
C (5.64802, -3.21206, 1.48269)  -0.17
C (7.16382, -3.91567, 1.57002)  -0.41
C (8.20625, -3.48764, 0.39491)  -0.14
N (8.05314, -2.57933, -0.77726)  -0.46
C (6.72549, -1.91447, -0.91633)  -0.06
H (2.22900, -5.95116, 0.77305)  0.27
H (2.24556, -3.95670, 0.95024)  0.22
H (1.99651, -5.59578, -1.97974)  0.31
H (3.14224, -3.54629, -2.98214)  0.33
H (4.60027, -3.89944, -1.84129)  0.28
H (-0.93459, 0.17083, -3.30019)  0.37
H (-0.73715, -1.49055, -2.37726)  0.33
H (-2.81548, -0.28443, -0.65707)  -0.03
H (-3.03096, 0.72048, -2.23105)  0.09
H (-2.64931, 2.16383, -0.57958)  0.25
H (-1.72975, 3.77695, -0.26307)  -0.49
H (0.35218, 2.94187, -3.46961)  0.38
H (-0.69740, 5.32873, -2.47540)  0.33
H (0.13694, 4.73703, 0.33024)  0.32
H (0.57718, 3.69031, 3.18148)  0.32
H (-1.05384, 3.23511, 2.29987)  0.02
H (-1.11878, 5.52572, 3.93818)  0.31
H (0.19502, 6.28648, 2.68304)  0.29
H (-2.19657, 7.16665, 2.05714)  0.35
H (-1.60714, 5.99198, 0.70253)  0.06
H (-3.08004, 3.95744, 1.94611)  0.05
H (-3.80656, 5.32030, 3.02779)  0.33
H (-4.07341, 5.32052, 1.09222)  0.29
H (4.78774, -3.40954, 2.25028)  0.34
H (7.44186, -4.68755, 2.43336)  0.27
H (9.27841, -4.01039, 0.48324)  0.28
H (6.57221, -1.17290, -1.83819)  0.31

## Properties
Lowest unoccupied orbital energy in eV: -2.8
HOMO level in eV: -8.51
SMILES: C=CCc1nc2c(CCC(F)(F)C(F)(F)C(F)(F)C(F)(F)S(F)(F)(F)(F)F)c(CP(=O)(O)O)c(NCCCC)c(I)c2nc1-c1cccnc1
Gap between HOMO and LUMO in eV: 5.7
Net charge: 0

---

no.,total energy (eV)
1,-102112.6412
2,-68187.0946
3,-104062.3156